No. 1
Entry from OMol25: a molecular structure, C46H46ClN2O5PSe2W in a non-equilibrium geometry (wB97M-V/def2-TZVPD).

Each line ends with the Mulliken charge.
Element x y z (Å)
W: 0.50 -0.29 -1.13  0.4512
O: 2.30 -0.32 2.09  -0.3027
C: 3.58 0.28 1.98  -1.2909
C: 4.17 0.56 0.56  2.4642
C: 5.62 1.05 0.82  -1.3766
O: 6.26 1.49 -0.38  -0.5404
C: 3.47 1.78 -0.17  -1.3301
Se: 1.58 2.00 -0.36  -0.3435
C: 4.22 -0.64 -0.37  -1.5180
Se: 2.62 -1.61 -0.99  -0.2255
H: 1.64 0.34 1.73  -0.3111
H: 4.28 -0.42 2.50  0.4054
H: 3.71 1.23 2.54  0.3084
H: 6.23 0.24 1.30  0.5600
H: 5.59 1.89 1.53  0.3784
H: 7.16 1.19 -0.44  0.3443
H: 3.94 1.81 -1.18  0.4044
H: 3.80 2.68 0.34  0.5523
H: 4.71 -1.48 0.18  0.4728
H: 4.79 -0.42 -1.30  0.4639
O: 1.97 1.23 -3.47  -0.4030
N: 1.31 -0.01 -3.37  0.4635
C: 1.20 -0.64 -4.49  -0.3278
C: 0.68 -1.99 -4.67  1.1346
C: 0.92 -2.48 -5.96  -1.1397
C: 0.62 -3.76 -6.37  -1.0022
C: 0.01 -4.60 -5.45  -0.9272
C: -0.28 -4.15 -4.20  -0.7997
C: 0.00 -2.85 -3.74  0.4914
P: -0.71 -2.32 -2.11  1.7312
C: -2.45 -2.00 -2.68  0.2361
C: -3.52 -1.92 -1.80  -0.4491
C: -4.83 -1.69 -2.27  -0.9392
C: -5.07 -1.55 -3.62  -0.6974
C: -4.02 -1.56 -4.50  -0.6444
C: -2.72 -1.70 -4.06  -0.7201
C: -0.83 -3.82 -1.09  0.8053
C: 0.07 -4.07 -0.03  -0.5064
C: -0.10 -5.20 0.78  -0.8593
C: -1.09 -6.11 0.51  -0.5390
C: -2.03 -5.87 -0.50  -0.9204
C: -1.89 -4.71 -1.30  -0.2546
H: 2.13 1.41 -4.41  0.3282
H: 1.70 -0.20 -5.35  0.3160
H: 1.33 -1.78 -6.69  0.3311
H: 0.80 -4.08 -7.32  0.5477
H: -0.08 -5.67 -5.73  0.3670
H: -0.78 -4.84 -3.56  0.3929
H: -3.42 -2.08 -0.75  0.8223
H: -5.60 -1.72 -1.52  0.5281
H: -6.05 -1.43 -4.02  0.4018
H: -4.14 -1.44 -5.56  0.4618
H: -1.90 -1.67 -4.79  0.2641
H: 0.89 -3.40 0.18  0.2002
H: 0.67 -5.40 1.53  0.4266
H: -1.22 -7.03 1.09  0.3884
H: -2.81 -6.60 -0.66  0.4342
H: -2.63 -4.53 -2.13  0.3230
Cl: -4.30 5.24 0.77  -0.2597
C: -3.32 4.04 -0.04  0.5332
C: -2.29 4.48 -0.83  -0.8772
C: -1.45 3.55 -1.39  -0.0141
C: -1.71 2.19 -1.26  -0.1478
C: -0.92 1.18 -2.10  -1.6817
C: -2.74 1.76 -0.42  0.2662
C: -3.55 2.70 0.22  -1.1689
H: -2.05 5.54 -0.96  0.3926
H: -0.63 3.87 -2.06  0.2674
H: -0.28 1.72 -2.80  0.7066
H: -1.62 0.62 -2.70  0.7825
H: -2.90 0.71 -0.20  0.4811
H: -4.37 2.41 0.90  0.3640
C: 1.62 5.89 4.20  -1.7021
C: 1.69 4.37 4.25  0.9372
C: 2.49 3.68 5.16  -0.6819
C: 2.39 2.31 5.31  -0.9381
C: 1.50 1.58 4.56  0.4348
C: 0.67 2.20 3.63  -0.3456
N: -0.18 1.36 2.87  1.3536
C: -1.06 0.45 3.35  0.4929
C: -1.40 0.44 4.68  -0.7683
C: -2.38 -0.41 5.15  -0.7867
C: -3.00 -1.37 4.37  -0.8352
C: -2.72 -1.36 3.05  -0.9120
C: -1.72 -0.50 2.58  0.3321
C: -1.37 -0.84 1.20  1.2733
O: -2.06 -1.63 0.51  -0.7213
O: -0.33 -0.24 0.69  0.2961
C: 0.73 3.61 3.50  0.9872
C: -0.05 4.31 2.48  -1.4525
H: 2.37 6.34 4.84  0.4015
H: 0.63 6.16 4.62  0.3498
H: 1.60 6.40 3.26  0.3076
H: 3.24 4.24 5.74  0.3243
H: 3.08 1.75 5.98  0.2991
H: 1.42 0.50 4.54  0.5252
H: -0.02 1.36 1.88  -0.9402
H: -0.95 1.21 5.33  0.4199
H: -2.63 -0.37 6.21  0.3639
H: -3.71 -2.07 4.85  0.3914
H: -3.17 -2.06 2.35  0.5078
H: -0.79 3.71 1.93  -0.1920
H: 0.63 4.75 1.75  0.2861
H: -0.68 5.12 2.88  0.5155

LUMO level (spin up / spin down): -0.916 / -0.945 eV
Orbital gap (spin up / spin down): 6.17 / 6.41 eV
Energy: -215994.296 eV
2S+1: 3
Energy above the lowest of the compared OMol25 structures with the same formula, charge and spin: 0.0 kcal/mol
Charge: 0

***

No. 2
Entry from OMol25: a molecular structure, C46H46F2N10O7PmSi in a non-equilibrium geometry (wB97M-V/def2-TZVPD).

Each line ends with the Mulliken charge.
Element x y z (Å)
Pm: 0.10 -0.57 0.61  -0.1959
N: 4.05 1.39 1.69  0.2195
C: 2.79 1.68 1.31  -0.6774
N: 2.24 1.24 0.23  -0.3167
C: 2.97 0.44 -0.63  -0.0097
N: 2.40 -0.05 -1.70  -1.5319
N: 1.05 -0.01 -1.66  1.0231
C: 0.38 -0.31 -2.71  -0.7838
C: -1.07 -0.31 -2.56  1.0471
C: -1.93 -0.80 -3.55  -1.0848
C: -3.30 -0.71 -3.33  -0.2788
C: -3.76 -0.08 -2.19  -1.0860
C: -2.83 0.39 -1.27  -0.2446
N: -1.53 0.25 -1.43  0.0520
C: 4.35 0.15 -0.33  0.8593
C: 5.17 -0.65 -1.13  -0.1940
C: 6.43 -1.01 -0.70  -0.8474
C: 6.91 -0.57 0.54  -0.5577
C: 6.12 0.23 1.34  -0.6734
C: 4.85 0.59 0.91  0.0864
H: 4.39 1.68 2.60  0.3554
H: 2.23 2.36 1.93  0.6686
H: 0.83 -0.54 -3.67  0.3827
H: -1.53 -1.23 -4.45  0.4839
H: -3.99 -1.10 -4.07  0.4736
H: -4.82 0.05 -2.01  0.5110
H: -3.15 0.92 -0.38  0.7286
H: 4.79 -0.99 -2.08  0.4931
H: 7.05 -1.64 -1.31  0.4581
H: 7.89 -0.86 0.88  0.4453
H: 6.47 0.56 2.31  0.3949
C: 0.63 -2.73 3.10  -0.2658
Si: 0.99 -1.06 3.99  0.1522
C: 0.01 -1.18 5.63  -1.2711
C: 2.85 -0.96 4.46  -0.7054
N: 0.55 0.18 2.87  0.8379
C: 0.14 1.42 3.19  0.5181
C: 0.27 2.05 4.46  -0.6033
C: -0.23 3.31 4.71  -1.0192
C: -0.88 4.04 3.72  -0.5901
C: -0.97 3.51 2.44  -0.9794
C: -0.45 2.25 2.21  0.5915
F: -0.51 1.76 0.88  -0.0721
H: 0.02 -3.38 3.73  0.6714
H: 1.55 -3.27 2.88  0.2119
H: 0.08 -2.59 2.16  -0.4111
H: 0.30 -2.07 6.18  0.3848
H: -1.05 -1.23 5.44  0.3205
H: 0.18 -0.32 6.27  0.3870
H: 3.14 -1.82 5.05  0.4016
H: 3.06 -0.08 5.05  0.3409
H: 3.50 -0.94 3.59  -0.1827
H: 0.76 1.51 5.24  0.3481
H: -0.10 3.74 5.69  0.4193
H: -1.30 5.01 3.94  0.3989
H: -1.42 4.05 1.63  0.4741
C: -6.74 -3.67 -2.33  -0.9171
C: -6.12 -4.36 -1.11  -1.0956
N: -4.76 -3.91 -0.89  0.3096
C: -4.55 -2.88 -0.03  0.0655
C: -3.34 -2.35 0.26  0.1932
C: -3.25 -1.09 1.19  -0.8257
O: -4.32 -0.61 1.53  -0.8040
O: -2.09 -0.68 1.42  -0.2884
C: -2.16 -2.89 -0.35  -0.1350
O: -1.00 -2.52 -0.09  0.2347
C: -2.40 -3.93 -1.35  0.6240
C: -1.31 -4.40 -2.08  -0.9610
C: -1.50 -5.35 -3.04  0.3506
F: -0.44 -5.73 -3.81  -0.3960
C: -2.76 -5.92 -3.28  -0.2061
C: -3.84 -5.45 -2.55  -1.0015
C: -3.70 -4.43 -1.59  0.1837
N: -2.97 -6.96 -4.20  0.1140
C: -1.93 -7.89 -4.57  -0.9184
C: -1.29 -7.53 -5.92  -0.6661
N: -2.36 -7.44 -6.95  -0.0576
C: -3.39 -6.44 -6.56  -0.8234
C: -3.99 -6.86 -5.20  -0.6826
H: -7.75 -4.03 -2.48  0.4213
H: -6.16 -3.86 -3.22  0.2451
H: -6.79 -2.60 -2.17  0.3017
H: -6.15 -5.44 -1.23  0.4774
H: -6.70 -4.10 -0.23  0.4626
H: -5.42 -2.46 0.46  0.5444
H: -0.34 -3.98 -1.87  0.9595
H: -4.80 -5.90 -2.72  0.6694
H: -2.37 -8.89 -4.64  0.3810
H: -1.16 -7.92 -3.81  0.4526
H: -0.56 -8.29 -6.21  0.3299
H: -0.79 -6.56 -5.86  0.4543
H: -2.81 -8.36 -7.03  0.3796
H: -1.96 -7.20 -7.87  0.3571
H: -4.16 -6.38 -7.33  0.4432
H: -2.90 -5.47 -6.46  0.3664
H: -4.51 -7.82 -5.31  0.3216
H: -4.73 -6.11 -4.91  0.3992
O: 1.45 -2.49 -0.75  -0.4938
C: 2.28 -2.32 0.16  0.1917
O: 2.22 -1.40 1.01  0.3787
C: 3.46 -3.25 0.24  0.4749
C: 3.63 -4.26 -0.69  -0.4719
C: 4.72 -5.12 -0.60  -0.9547
C: 5.65 -4.95 0.41  -0.6202
C: 5.49 -3.91 1.32  -0.5493
C: 4.39 -3.07 1.25  0.5280
N: 6.45 -3.71 2.37  1.1043
O: 6.40 -2.66 2.98  -0.5610
O: 7.26 -4.59 2.57  -0.6699
H: 2.89 -4.38 -1.46  0.6228
H: 4.85 -5.91 -1.32  0.4333
H: 6.51 -5.59 0.49  0.5444
H: 4.26 -2.28 1.97  0.2213

LUMO level (spin up / spin down): -3.412 / -3.412 eV
Orbital gap (spin up / spin down): 4.74 / 4.75 eV
Energy: -107547.216 eV
2S+1: 5
Charge: +1

***

No. 3
Entry from OMol25: a molecular structure, C46H46FN15O4P2SSe2Tc in a non-equilibrium geometry (wB97M-V/def2-TZVPD).

Each line ends with the Mulliken charge.
Element x y z (Å)
Tc: -2.56 -0.72 1.49  -0.7880
Se: 3.93 -2.55 -1.07  -0.4430
P: 2.74 -0.92 -1.74  0.3972
C: 3.42 0.69 -1.18  0.7306
C: 2.62 1.83 -1.16  0.1799
C: 3.15 3.05 -0.77  -0.9805
C: 4.49 3.14 -0.40  -0.6023
C: 5.28 2.00 -0.41  -0.7064
C: 4.75 0.78 -0.79  -0.8104
C: 2.74 -0.72 -3.53  0.9320
C: 2.02 0.32 -4.14  0.1167
C: 2.11 0.53 -5.50  -0.7545
C: 2.94 -0.27 -6.28  -0.5854
C: 3.67 -1.29 -5.68  -0.6605
C: 3.57 -1.52 -4.32  -0.5846
C: 1.10 -0.86 -0.93  -0.4639
C: -0.28 -1.16 -0.96  -0.9794
N: -0.73 -0.92 0.29  1.0987
N: 0.29 -0.52 1.03  0.4676
N: 1.38 -0.47 0.33  -0.3321
P: -1.29 -1.70 -2.39  0.3074
Se: -2.74 -3.27 -2.28  -0.4247
C: -0.03 -2.65 -3.36  0.5191
C: 0.01 -2.61 -4.76  -0.2251
C: 0.77 -3.53 -5.47  -0.5926
C: 1.51 -4.49 -4.80  -0.6339
C: 1.50 -4.53 -3.42  -0.5837
C: 0.73 -3.62 -2.70  -0.1326
C: -1.56 -0.23 -3.41  1.4926
C: -2.29 -0.33 -4.59  -0.4938
C: -2.53 0.79 -5.36  -0.9425
C: -2.09 2.04 -4.93  -0.7635
C: -1.42 2.16 -3.72  -0.6914
C: -1.16 1.03 -2.96  -0.5990
H: 1.57 1.77 -1.40  0.2111
H: 2.52 3.93 -0.75  0.4571
H: 4.90 4.09 -0.08  0.3850
H: 6.32 2.06 -0.10  0.4060
H: 5.36 -0.12 -0.78  0.4125
H: 1.38 0.96 -3.55  0.0494
H: 1.52 1.32 -5.96  0.4355
H: 3.01 -0.11 -7.35  0.3848
H: 4.32 -1.93 -6.27  0.3858
H: 4.13 -2.32 -3.84  0.2874
H: -0.55 -1.86 -5.30  0.2450
H: 0.78 -3.48 -6.55  0.3996
H: 2.11 -5.20 -5.36  0.3659
H: 2.09 -5.25 -2.88  0.3928
H: 0.71 -3.68 -1.62  0.3661
H: -2.69 -1.30 -4.87  0.5410
H: -3.09 0.70 -6.28  0.3774
H: -2.30 2.92 -5.53  0.3683
H: -1.12 3.13 -3.35  0.5393
H: -0.69 1.13 -1.99  0.1774
N: -5.83 0.16 0.80  -0.0380
C: -5.54 -0.15 2.11  0.2942
N: -6.45 -0.09 3.07  -0.5937
N: -5.78 -0.42 4.18  -0.8969
N: -4.54 -0.66 3.92  -0.5701
N: -4.35 -0.50 2.59  1.0625
C: -4.98 0.00 -0.27  0.3831
N: -5.31 0.28 -1.53  -1.1448
N: -4.18 0.03 -2.22  -0.5260
N: -3.25 -0.36 -1.42  0.6126
N: -3.73 -0.41 -0.18  0.0348
H: -6.79 0.35 0.59  0.2345
C: -2.87 2.64 3.30  -1.6896
C: -1.75 2.38 2.28  3.8926
C: -0.46 2.06 3.03  -1.6332
C: -2.16 1.20 1.39  -0.1922
C: -1.58 3.60 1.38  -0.7586
C: -0.35 4.18 1.10  -0.1138
C: -0.23 5.25 0.22  -0.7591
C: -1.35 5.76 -0.42  -0.5475
C: -2.59 5.19 -0.16  -0.8817
C: -2.70 4.13 0.72  -0.1331
H: -2.92 1.82 4.02  0.2046
H: -3.85 2.69 2.82  0.3047
H: -2.70 3.57 3.84  0.4371
H: -0.62 1.23 3.72  -0.1249
H: -0.12 2.92 3.62  0.6571
H: 0.34 1.76 2.35  -0.0132
H: -2.18 1.53 0.34  0.5881
H: 0.55 3.80 1.57  0.4102
H: 0.75 5.67 0.02  0.4336
H: -1.26 6.59 -1.12  0.3904
H: -3.47 5.56 -0.66  0.3597
H: -3.67 3.68 0.88  0.2346
C: 3.06 0.89 3.10  -1.2655
C: 2.57 -0.55 2.99  1.4208
S: 3.10 -1.50 4.38  1.5955
O: 2.54 -0.97 5.60  -0.6656
O: 4.54 -1.70 4.30  -0.7896
C: 2.36 -3.11 4.09  -0.7368
C: 1.08 -3.37 4.87  -1.0507
N: 0.00 -2.46 4.52  0.2617
C: -0.54 -2.34 3.28  0.4586
N: -1.41 -1.34 3.25  1.0540
C: -1.48 -0.82 4.50  -1.7700
C: -0.59 -1.48 5.30  0.4925
N: -0.41 -1.30 6.70  1.2247
O: -0.85 -0.27 7.18  -0.6711
O: 0.13 -2.20 7.34  -0.7203
C: -0.22 -3.29 2.18  -1.8690
H: 2.73 1.43 2.21  0.1158
H: 4.14 0.93 3.15  0.4180
H: 2.64 1.38 3.98  0.4002
H: 2.99 -1.04 2.11  0.2063
H: 1.48 -0.60 2.94  -1.2442
H: 3.12 -3.82 4.39  0.6299
H: 2.22 -3.19 3.01  0.2280
H: 1.26 -3.26 5.94  0.4194
H: 0.75 -4.39 4.68  0.4805
H: -2.18 -0.06 4.78  0.6556
H: 0.03 -4.27 2.58  0.6340
H: 0.61 -2.93 1.56  0.0514
H: -1.11 -3.37 1.56  0.2068
F: -2.92 -2.69 1.35  -0.7445

LUMO level (spin up / spin down): 3.639 / 3.641 eV
Orbital gap (spin up / spin down): 6.31 / 6.21 eV
Energy: -244012.233 eV
2S+1: 2
Energy above the lowest of the compared OMol25 structures with the same formula, charge and spin: 0.0 kcal/mol
Charge: -2

***

No. 4
Entry from OMol25: a molecular structure, C46H46N3OP2Pt (wB97M-V/def2-TZVPD).

Each line ends with the Mulliken charge.
Element x y z (Å)
Pt: -0.20 -0.19 -0.23  3.4255
O: 0.81 -1.75 1.99  0.4337
C: -0.05 -1.76 3.07  -0.9509
C: -0.08 -2.77 4.02  -0.4811
C: -0.94 -2.67 5.10  -0.7327
C: -1.78 -1.57 5.25  -1.0464
C: -1.82 -0.62 4.25  -0.4841
C: -0.97 -0.71 3.14  0.7887
P: -1.28 0.41 1.74  0.8972
C: -0.89 2.08 2.30  0.5691
C: -1.40 3.17 1.59  -0.5605
C: -1.18 4.46 2.06  -1.0058
C: -0.43 4.66 3.22  -0.7191
C: 0.11 3.57 3.90  -0.7602
C: -0.12 2.28 3.44  -0.8497
C: -3.08 0.26 1.57  0.7671
C: -3.55 -0.93 1.01  -0.2160
C: -4.91 -1.19 0.99  -0.6381
C: -5.80 -0.27 1.54  -0.6434
C: -5.33 0.92 2.08  -0.7703
C: -3.97 1.20 2.09  -0.2902
C: 2.18 -1.75 2.13  0.8930
C: 2.88 -2.25 3.22  -1.1044
C: 4.26 -2.31 3.20  -0.8368
C: 4.98 -1.86 2.09  -1.1092
C: 4.29 -1.31 1.03  -0.1152
C: 2.90 -1.22 1.05  0.0138
P: 2.14 -0.32 -0.33  0.4934
C: 2.73 -1.25 -1.78  0.9781
C: 2.49 -2.63 -1.71  -0.8443
C: 2.92 -3.47 -2.72  -0.8264
C: 3.59 -2.95 -3.81  -0.6989
C: 3.82 -1.59 -3.89  -0.8878
C: 3.39 -0.73 -2.89  -0.3485
C: 2.90 1.33 -0.25  1.0990
C: 3.04 2.16 -1.37  -0.4601
C: 3.61 3.42 -1.24  -1.0860
C: 4.03 3.88 0.00  -0.8310
C: 3.84 3.08 1.13  -0.8691
C: 3.28 1.82 1.00  -0.9005
H: 0.54 -3.65 3.91  0.7418
H: -0.96 -3.46 5.84  0.4770
H: -2.42 -1.48 6.11  0.4954
H: -2.52 0.20 4.31  0.5218
H: -1.98 3.01 0.70  0.8241
H: -1.60 5.30 1.54  0.5026
H: -0.27 5.66 3.59  0.4769
H: 0.69 3.73 4.79  0.5069
H: 0.30 1.44 3.98  0.4982
H: -2.85 -1.66 0.62  -0.0929
H: -5.27 -2.11 0.56  0.4708
H: -6.86 -0.48 1.54  0.4417
H: -6.02 1.63 2.52  0.4535
H: -3.61 2.13 2.51  0.4935
H: 2.36 -2.60 4.09  0.6064
H: 4.78 -2.72 4.05  0.4527
H: 6.05 -1.93 2.07  0.4921
H: 4.84 -0.91 0.18  0.4805
H: 2.01 -3.05 -0.83  0.4226
H: 2.74 -4.54 -2.64  0.4950
H: 3.95 -3.61 -4.59  0.4457
H: 4.36 -1.18 -4.74  0.4991
H: 3.62 0.32 -2.96  0.3955
H: 2.73 1.83 -2.35  0.1093
H: 3.76 4.04 -2.12  0.5308
H: 4.50 4.84 0.10  0.4557
H: 4.13 3.45 2.10  0.5240
H: 3.16 1.20 1.88  0.4146
N: -0.68 3.39 -4.56  -0.0530
C: 0.19 3.69 -3.37  -1.0272
C: -0.24 2.81 -2.20  -0.7244
N: -0.22 1.38 -2.52  0.4610
C: -1.06 1.11 -3.68  -0.8186
C: -0.65 1.93 -4.91  -0.9282
H: -0.38 3.95 -5.36  0.3718
H: -1.64 3.67 -4.35  0.3879
H: 0.11 4.74 -3.12  0.4267
H: 1.22 3.48 -3.66  0.3555
H: -1.26 3.07 -1.90  0.6908
H: 0.41 3.01 -1.35  0.2883
H: 0.74 1.09 -2.72  -0.1207
H: -2.10 1.32 -3.42  0.4683
H: -1.00 0.05 -3.95  0.4242
H: -1.32 1.75 -5.75  0.4463
H: 0.37 1.68 -5.21  0.4000
N: -0.82 -2.29 -1.16  -0.5308
C: -2.06 -2.94 -1.45  -0.1068
C: -2.46 -4.04 -0.71  -0.0009
C: -3.62 -4.71 -1.04  -0.8519
C: -4.41 -4.27 -2.09  -0.5831
C: -4.03 -3.15 -2.82  -0.8663
C: -2.85 -2.49 -2.50  0.0775
H: -0.28 -2.85 -0.50  0.0827
H: -0.26 -2.16 -2.00  0.2849
H: -1.84 -4.39 0.12  0.4961
H: -3.91 -5.59 -0.48  0.4333
H: -5.32 -4.80 -2.35  0.4422
H: -4.64 -2.81 -3.64  0.4298
H: -2.55 -1.61 -3.07  0.2172

LUMO level (spin up / spin down): -7.061 / -9.752 eV
Orbital gap (spin up / spin down): 8.18 / 5.84 eV
Energy: -76767.094 eV
2S+1: 3
Energy above the lowest of the compared OMol25 structures with the same formula, charge and spin: 15.9 kcal/mol
Charge: +3

***

What is the 2S+1 in the third record?
2

***

Among the records above, which one has the lowest 2S+1?
C46H46FN15O4P2SSe2Tc